A single C23H26N4O3 molecule. Source: OMol25; level of theory: ωB97M-V/def2-TZVPD.

Output
energy above the lowest of the compared OMol25 structures with the same formula, charge and spin = 36.0 kcal per mole
HOMO energy = -7.57 eV
SMILES string = COC(=O)c1[nH]c2ccc(C)cc2c1NC(=O)CN1CCN(c2ccccc2)CC1
frontier orbital gap = 7.82 eV
total charge = 0

Positions of all 56 atoms, in Å:
C (1.076, 4.981, -0.479)
O (1.974, 3.911, -0.221)
C (1.550, 2.662, -0.503)
O (0.447, 2.409, -0.960)
C (2.544, 1.666, -0.203)
N (3.795, 1.952, 0.299)
C (4.481, 0.791, 0.456)
C (5.776, 0.579, 0.921)
C (6.235, -0.715, 0.972)
C (5.440, -1.804, 0.575)
C (6.010, -3.189, 0.658)
C (4.158, -1.596, 0.116)
C (3.656, -0.292, 0.048)
C (2.421, 0.285, -0.370)
N (1.253, -0.250, -0.881)
C (0.834, -1.539, -1.016)
O (1.479, -2.516, -0.714)
C (-0.569, -1.635, -1.611)
N (-1.563, -1.816, -0.567)
C (-2.850, -2.206, -1.116)
C (-3.809, -2.501, 0.040)
N (-3.988, -1.350, 0.893)
C (-4.971, -0.406, 0.628)
C (-5.227, 0.612, 1.555)
C (-6.241, 1.525, 1.354)
C (-7.046, 1.453, 0.229)
C (-6.817, 0.445, -0.689)
C (-5.797, -0.468, -0.500)
C (-2.702, -0.941, 1.414)
C (-1.715, -0.644, 0.277)
H (1.494, 5.605, -1.270)
H (0.107, 4.585, -0.789)
H (0.970, 5.562, 0.437)
H (4.122, 2.881, 0.499)
H (6.394, 1.410, 1.229)
H (7.237, -0.908, 1.328)
H (6.329, -3.409, 1.675)
H (5.271, -3.926, 0.356)
H (6.880, -3.281, 0.009)
H (3.535, -2.422, -0.183)
H (0.594, 0.490, -1.126)
H (-0.588, -2.528, -2.241)
H (-0.781, -0.750, -2.240)
H (-2.713, -3.107, -1.719)
H (-3.271, -1.412, -1.759)
H (-4.772, -2.854, -0.328)
H (-3.366, -3.292, 0.655)
H (-4.640, 0.679, 2.458)
H (-6.411, 2.298, 2.091)
H (-7.840, 2.168, 0.075)
H (-7.434, 0.369, -1.573)
H (-5.648, -1.228, -1.251)
H (-2.800, -0.055, 2.038)
H (-2.304, -1.760, 2.021)
H (-0.746, -0.394, 0.714)
H (-2.077, 0.228, -0.300)

A molecular structure, C23H26N5O5OsS2. Source: OMol25; level of theory: ωB97M-V/def2-TZVPD.

Output
energy above the lowest of the compared OMol25 structures with the same formula, charge and spin = 31.7 kcal per mole
HOMO energy = -17.44 eV
frontier orbital gap = 5.32 eV
total charge = +3

Positions of all 62 atoms, in Å:
Os (0.152, -0.801, -0.853)
C (0.264, 0.577, 4.798)
C (0.490, -0.776, 4.228)
C (0.949, -1.867, 4.934)
C (1.111, -3.099, 4.291)
N (0.889, -3.195, 2.959)
C (0.481, -2.149, 2.318)
S (0.258, -2.445, 0.573)
N (0.242, -0.956, 2.903)
C (1.539, -4.322, 4.996)
H (0.327, 0.552, 5.882)
H (-0.715, 0.965, 4.512)
H (1.032, 1.260, 4.427)
H (1.162, -1.768, 5.990)
H (-0.203, -0.214, 2.365)
H (1.294, -4.283, 6.055)
H (2.627, -4.411, 4.905)
H (1.104, -5.202, 4.527)
C (0.307, 1.003, -4.780)
C (-0.053, 2.278, -3.989)
C (0.046, 1.891, -2.516)
O (0.148, 0.420, -2.515)
C (0.897, 0.069, -3.748)
H (1.025, 1.198, -5.574)
H (-0.582, 0.566, -5.230)
H (-1.055, 2.618, -4.241)
H (0.636, 3.091, -4.206)
H (-0.821, 2.146, -1.910)
H (0.959, 2.274, -2.054)
H (0.727, -0.992, -3.938)
H (1.952, 0.255, -3.540)
O (3.505, 0.997, -1.841)
S (3.342, 0.788, -0.443)
O (4.168, -0.088, 0.303)
N (1.716, 0.272, -0.208)
C (0.989, 1.159, 0.449)
O (-0.241, 0.746, 0.517)
C (1.704, 2.330, 0.923)
C (1.251, 3.406, 1.677)
C (2.150, 4.432, 1.943)
C (3.451, 4.386, 1.452)
C (3.910, 3.308, 0.690)
C (3.020, 2.291, 0.446)
H (0.228, 3.454, 2.026)
H (1.834, 5.282, 2.532)
H (4.126, 5.205, 1.661)
H (4.922, 3.285, 0.309)
N (-6.323, -0.887, -2.306)
C (-5.198, -0.679, -1.617)
O (-5.090, 0.075, -0.670)
C (-3.954, -1.444, -2.049)
C (-3.885, -2.549, -2.883)
C (-2.652, -3.155, -3.119)
C (-1.529, -2.642, -2.513)
N (-1.597, -1.572, -1.692)
C (-2.780, -0.992, -1.466)
H (-7.151, -0.383, -2.021)
H (-6.387, -1.468, -3.123)
H (-4.771, -2.968, -3.344)
H (-2.568, -4.022, -3.759)
H (-0.554, -3.097, -2.660)
H (-2.823, -0.151, -0.784)

A molecular structure, C23H26N7OSSe3TaTe. Source: OMol25; level of theory: ωB97M-V/def2-TZVPD.

Output
energy above the lowest of the compared OMol25 structures with the same formula, charge and spin = 8.9 kcal per mole
HOMO energy = -13.43 eV
frontier orbital gap = 5.89 eV
total charge = +2

Positions of all 63 atoms, in Å:
Ta (-2.157, -0.723, -0.867)
C (-5.028, 1.089, 2.232)
C (-4.279, 2.008, 2.962)
C (-3.023, 2.312, 2.504)
C (-2.509, 1.696, 1.357)
N (-3.193, 0.722, 0.694)
C (-4.458, 0.488, 1.142)
N (-1.296, 2.203, 0.956)
C (-0.720, 1.933, -0.141)
N (-1.101, 0.978, -1.112)
C (-0.196, 1.100, -2.199)
N (-0.263, 0.545, -3.342)
C (-1.372, -0.101, -3.837)
C (-1.342, -0.355, -5.207)
C (-2.459, -0.834, -5.849)
C (-3.619, -1.014, -5.101)
C (-3.578, -0.800, -3.750)
N (-2.461, -0.410, -3.077)
C (0.839, 2.067, -1.832)
C (1.943, 2.510, -2.538)
C (2.694, 3.523, -1.956)
C (2.336, 4.078, -0.725)
C (1.223, 3.629, -0.026)
C (0.495, 2.604, -0.603)
H (-6.043, 0.832, 2.500)
H (-4.683, 2.486, 3.844)
H (-2.393, 3.050, 2.977)
H (-5.060, -0.213, 0.592)
H (-0.426, -0.120, -5.728)
H (-2.444, -1.031, -6.912)
H (-4.549, -1.325, -5.555)
H (-4.466, -0.935, -3.158)
H (2.198, 2.092, -3.502)
H (3.567, 3.903, -2.470)
H (2.935, 4.881, -0.317)
H (0.928, 4.062, 0.919)
Se (-4.404, -1.918, -0.819)
Se (-3.797, -3.927, -1.865)
Te (-1.643, -4.337, -0.636)
Se (-0.392, -2.346, -1.570)
O (-1.564, -1.429, 1.084)
H (-0.579, -1.454, 1.396)
H (-2.132, -1.252, 1.847)
C (1.792, -3.491, 2.516)
N (2.810, -2.462, 2.666)
C (3.703, -2.661, 3.811)
C (2.692, -1.274, 2.055)
S (1.223, -0.757, 1.345)
N (3.773, -0.478, 1.988)
C (5.125, -1.025, 1.858)
C (3.657, 0.927, 1.626)
H (2.247, -4.453, 2.748)
H (1.427, -3.509, 1.493)
H (0.956, -3.324, 3.199)
H (3.114, -3.064, 4.635)
H (4.130, -1.715, 4.129)
H (4.504, -3.364, 3.580)
H (5.085, -2.099, 1.706)
H (5.740, -0.804, 2.731)
H (5.590, -0.572, 0.983)
H (2.750, 1.349, 2.048)
H (3.637, 1.057, 0.540)
H (4.520, 1.452, 2.032)

A molecular structure, C23H26O4Ru. Source: OMol25; level of theory: ωB97M-V/def2-TZVPD.

Output
energy above the lowest of the compared OMol25 structures with the same formula, charge and spin = 36.8 kcal per mole
multiplicity = 5
HOMO energy (spin up / spin down) = -14.94 / -15.00 eV
frontier orbital gap (spin up / spin down) = 6.86 / 6.59 eV
total charge = +2

Positions of all 54 atoms, in Å:
Ru (-0.151, -0.640, -0.282)
C (-1.310, 1.773, -1.157)
C (-2.384, 1.599, -0.077)
O (-2.263, 0.281, 0.452)
C (-2.447, 0.111, 1.858)
C (-1.332, -0.784, 2.420)
O (-0.100, -0.177, 2.036)
C (1.111, -0.825, 2.408)
C (2.256, -0.013, 1.779)
O (2.038, 0.155, 0.374)
C (2.223, 1.468, -0.161)
C (1.124, 1.718, -1.199)
O (-0.081, 1.724, -0.452)
H (-1.378, 0.938, -1.898)
H (-1.429, 2.731, -1.681)
H (-2.201, 2.338, 0.712)
H (-3.392, 1.743, -0.483)
H (-2.416, 1.083, 2.361)
H (-3.421, -0.361, 2.034)
H (-1.417, -0.832, 3.513)
H (-1.408, -1.802, 2.000)
H (1.231, -0.828, 3.499)
H (1.121, -1.864, 2.034)
H (2.315, 0.964, 2.271)
H (3.202, -0.549, 1.921)
H (2.127, 2.218, 0.633)
H (3.220, 1.542, -0.612)
H (1.281, 2.680, -1.708)
H (1.122, 0.897, -1.956)
C (-0.038, -2.647, -0.280)
C (0.620, -2.939, -1.301)
C (1.156, -3.517, -2.450)
C (2.525, -3.930, -2.460)
C (3.262, -4.100, -3.650)
C (4.593, -4.455, -3.591)
C (5.211, -4.682, -2.364)
C (4.492, -4.530, -1.180)
C (3.176, -4.137, -1.225)
C (0.215, -3.695, -3.524)
C (-0.897, -2.838, -3.654)
C (-1.844, -3.061, -4.626)
C (-1.716, -4.151, -5.486)
C (-0.638, -5.017, -5.357)
C (0.324, -4.794, -4.395)
H (2.800, -3.892, -4.602)
H (5.157, -4.558, -4.504)
H (6.253, -4.958, -2.329)
H (4.961, -4.715, -0.226)
H (2.602, -4.039, -0.315)
H (-0.982, -1.974, -2.990)
H (-2.686, -2.394, -4.730)
H (-2.460, -4.322, -6.249)
H (-0.552, -5.872, -6.010)
H (1.122, -5.505, -4.247)